Density functional theory data (the ωB97M-V functional and the def2-TZVPD basis) for C57H78N14PtS3 as an isolated structure.

```
153
Properties=species:S:1:pos:R:3:forces:R:3:mulliken_charge:R:1
Pt -0.168159 0.551585 -0.869687 -0.27 -0.17 -0.24 3.35
C -5.226156 2.751152 -2.654885 -0.09 -0.03 -0.08 -1.00
N -4.159094 3.710634 -2.844204 0.25 -0.09 0.23 0.35
C -4.453773 5.086534 -2.487244 0.00 0.04 -0.04 -1.29
C -2.878544 3.264235 -3.166034 -0.18 0.19 -0.09 0.35
N -1.786642 3.446695 -2.485636 0.09 -0.06 0.02 -0.16
C -1.868172 4.017353 -1.166298 -0.02 0.14 -0.02 -1.78
C -1.912355 3.023506 -0.016378 0.07 -0.13 0.05 -0.76
N -0.713830 2.143695 0.293620 0.02 0.19 0.07 0.30
C 0.564996 2.936195 0.371020 0.00 -0.16 -0.14 -0.27
C 1.160004 3.143273 -1.018529 -0.06 -0.02 -0.01 -0.87
N 1.074772 1.878934 -1.767552 0.03 0.13 0.15 0.88
C 1.469538 1.801689 -3.022051 -0.03 0.07 0.23 -0.41
N 1.520049 0.524328 -3.534544 0.15 -0.18 -0.01 1.03
C 1.927310 -0.519461 -2.676230 0.09 0.13 -0.11 -1.94
C 1.332602 0.218940 -4.954232 -0.08 0.00 0.01 -1.19
N 1.864557 2.817762 -3.801612 -0.09 -0.03 -0.03 0.42
C 2.967839 2.660033 -4.753346 0.06 0.01 0.01 -1.24
C 1.228942 4.139710 -3.819009 0.01 0.01 -0.01 -1.00
C -1.066364 1.440300 1.593958 0.10 0.00 -0.07 -1.56
C -2.166768 0.423834 1.287615 0.06 0.04 0.06 -1.12
N -1.795713 -0.326989 0.079718 -0.09 0.09 -0.03 0.61
C -2.730843 -1.070487 -0.507345 0.05 0.05 0.08 -1.27
N -2.584765 -1.406419 -1.824559 -0.05 -0.03 -0.03 1.61
C -2.482576 -0.389844 -2.867046 0.06 0.00 0.05 -1.14
C -3.014108 -2.713157 -2.316936 -0.05 0.03 0.01 -1.39
N -3.802624 -1.546452 0.158383 0.06 -0.06 -0.02 0.74
C -5.097293 -1.733102 -0.502501 -0.01 0.04 -0.01 -1.17
C -3.779279 -1.964185 1.554536 -0.02 0.00 0.01 -0.69
N -2.813697 2.568471 -4.340019 0.00 -0.20 0.04 0.40
C -1.565931 1.970998 -4.757622 -0.02 0.05 0.01 -0.93
C -3.834994 2.662631 -5.378583 0.03 0.02 -0.04 -1.18
H -5.432679 2.576153 -1.589468 0.01 0.02 -0.03 0.28
H -4.964667 1.801389 -3.121176 -0.01 0.01 0.03 0.24
H -6.151326 3.105559 -3.114580 0.00 -0.01 -0.01 0.36
H -4.670194 5.223889 -1.421277 0.00 -0.02 -0.01 0.42
H -5.335254 5.415194 -3.041752 0.01 0.01 0.00 0.34
H -3.625742 5.733946 -2.770263 0.01 -0.01 0.02 0.39
H -2.762733 4.616871 -0.993074 -0.06 -0.02 0.02 0.52
H -1.048440 4.724031 -1.014066 0.01 -0.01 -0.01 0.27
H -2.761134 2.361945 -0.171875 0.00 -0.01 -0.05 0.15
H -2.078882 3.602828 0.898455 -0.07 -0.02 0.00 0.46
H 1.260294 2.338156 0.954991 0.00 0.04 -0.02 -0.63
H 0.379867 3.888206 0.874781 0.01 0.04 -0.04 0.48
H 2.201541 3.460410 -0.916991 0.00 -0.02 0.04 0.67
H 0.627672 3.927414 -1.539705 0.01 -0.01 0.01 0.17
H 2.653534 -0.175064 -1.938940 -0.02 0.02 0.00 0.25
H 2.345088 -1.317579 -3.287515 0.04 0.02 0.01 0.99
H 0.139472 -1.616383 -2.420858 -0.03 0.08 -0.05 0.39
H 0.884617 1.073468 -5.452086 0.01 -0.02 0.01 0.40
H 0.648537 -0.625583 -5.054594 0.00 0.00 -0.01 0.33
H 2.273112 -0.026999 -5.447940 0.00 0.00 0.00 0.34
H 3.525303 1.749533 -4.550425 0.00 0.01 0.00 0.38
H 3.646007 3.503501 -4.627579 0.00 0.01 0.00 0.40
H 2.614650 2.656107 -5.785122 0.00 0.00 0.00 0.40
H 1.802927 4.872680 -3.249598 0.00 0.00 0.00 0.33
H 0.204251 4.069555 -3.458879 0.01 0.00 -0.03 0.30
H 1.204074 4.471557 -4.856947 -0.02 0.00 0.00 0.41
H -1.405238 2.173098 2.330460 0.01 0.02 -0.01 0.89
H 0.558283 0.086181 1.435654 0.22 0.13 -0.17 -0.88
H -3.135824 0.911024 1.165162 -0.01 0.00 0.01 0.72
H -2.249265 -0.205988 2.171064 0.02 0.00 0.03 -0.13
H -2.295934 0.593794 -2.438713 -0.03 -0.03 0.00 -0.44
H -3.412520 -0.355813 -3.443197 0.00 0.00 -0.01 0.81
H -1.672980 -0.627995 -3.562577 -0.02 0.00 0.01 0.22
H -3.069579 -3.428653 -1.499981 0.01 -0.01 0.02 0.36
H -2.277392 -3.067378 -3.040815 -0.02 0.02 -0.02 0.37
H -3.978283 -2.672341 -2.827541 -0.02 0.00 0.01 0.36
H -5.117645 -1.207186 -1.452620 0.00 0.00 -0.01 0.32
H -5.869723 -1.304924 0.136126 0.00 -0.01 0.00 0.43
H -5.323605 -2.788324 -0.658009 0.01 0.00 0.00 0.34
H -2.757820 -2.130541 1.882463 0.01 -0.03 0.03 -0.28
H -4.327639 -2.903195 1.637491 0.02 -0.01 0.00 0.49
H -4.257189 -1.235635 2.213303 -0.02 0.00 -0.01 0.34
H -0.996672 1.668463 -3.880837 0.01 0.03 -0.03 -0.44
H -0.961482 2.675020 -5.340501 0.01 0.02 0.00 0.70
H -1.773374 1.103219 -5.387339 -0.01 0.01 -0.01 0.55
H -4.505892 3.491320 -5.179502 -0.01 0.00 0.00 0.33
H -4.420257 1.742554 -5.453118 0.01 0.00 -0.01 0.35
H -3.352014 2.836665 -6.340000 -0.01 0.02 -0.01 0.42
N 0.131375 0.775223 2.090486 -0.09 -0.15 0.14 1.14
S 0.474818 0.243038 3.588021 -0.03 -0.21 0.18 2.39
N 1.437633 -0.942001 3.472028 -0.09 0.34 -0.14 -0.42
S 2.618577 -0.935254 2.240816 0.11 -0.11 0.19 0.86
N 2.157222 -0.738322 0.865347 -0.10 0.07 0.16 -0.29
S 1.754604 -2.439711 -1.062335 0.08 -0.14 -0.13 1.68
N 0.798678 -1.117882 -1.816417 0.02 -0.22 -0.01 -1.11
C 1.714758 -3.574784 -2.436566 -0.07 0.05 0.05 -0.07
C 0.541913 -4.223832 -2.819997 0.05 -0.03 -0.02 -0.55
C 0.589977 -5.105539 -3.884754 -0.03 0.01 0.02 -0.97
C 1.796641 -5.343328 -4.539668 0.00 -0.02 -0.02 -0.70
C 2.960853 -4.705714 -4.136963 0.02 0.01 0.01 -1.02
C 2.927165 -3.808564 -3.076900 -0.04 -0.01 -0.01 -0.05
C 0.891160 -3.444548 0.133855 -0.01 -0.02 -0.07 1.47
C 1.633197 -4.591810 0.403287 0.03 -0.01 0.06 -1.44
C 1.121375 -5.524782 1.287611 0.02 0.01 0.02 -1.06
C -0.120153 -5.314470 1.871132 -0.03 -0.01 0.01 -1.18
C -0.835747 -4.160244 1.590364 0.01 0.03 0.01 -0.74
C -0.329887 -3.195478 0.723313 0.02 0.00 -0.01 1.17
C 3.765518 0.280177 2.847029 0.00 0.02 -0.08 0.37
C 4.225971 0.243282 4.158292 -0.05 0.04 0.01 -0.60
C 5.128333 1.210316 4.568072 0.00 0.00 0.01 -0.89
C 5.565920 2.182506 3.672581 0.00 0.01 0.00 -0.68
C 5.105439 2.197111 2.363329 0.00 0.00 0.03 -1.03
C 4.195648 1.236921 1.940892 -0.02 -0.02 -0.03 -0.16
C 3.383300 -2.486185 2.653066 -0.05 0.01 -0.12 0.65
C 4.365236 -2.882910 1.749586 0.03 0.01 -0.01 -0.59
C 5.039689 -4.073534 1.965583 -0.02 0.01 0.01 -0.77
C 4.725612 -4.856139 3.071680 0.01 0.01 0.00 -0.66
C 3.744700 -4.447096 3.964604 0.00 -0.02 0.01 -0.87
C 3.066316 -3.251666 3.765167 -0.02 0.02 0.01 -0.24
C 0.996263 1.624275 4.528908 0.00 0.01 -0.07 0.56
C 1.379227 2.813978 3.921359 0.09 -0.04 0.00 -0.55
C 1.884739 3.829706 4.716877 -0.01 0.01 -0.01 -0.89
C 2.005592 3.645643 6.088167 0.01 0.02 -0.01 -0.72
C 1.627896 2.444644 6.680339 -0.03 -0.03 -0.01 -0.88
C 1.116734 1.420259 5.904340 0.03 0.01 0.04 -1.12
C -0.942977 -0.363364 4.434640 0.02 0.02 -0.08 0.17
C -1.116007 -1.738322 4.539833 -0.04 -0.01 -0.02 -0.44
C -2.257750 -2.207365 5.173264 0.00 -0.01 0.00 -0.88
C -3.200373 -1.313708 5.667967 -0.01 0.00 0.00 -0.67
C -3.012229 0.059535 5.544941 0.02 0.02 0.01 -1.02
C -1.871176 0.549582 4.931451 0.00 0.02 0.01 -0.31
H -0.377828 -4.077688 -2.264466 0.01 0.00 0.00 0.59
H -0.304186 -5.629614 -4.194504 0.00 0.00 0.00 0.53
H 1.827481 -6.045135 -5.362450 0.00 0.00 0.00 0.47
H 3.896143 -4.909814 -4.639971 0.00 0.00 0.00 0.51
H 3.831996 -3.311274 -2.747375 0.01 0.00 0.00 0.60
H 2.591290 -4.769597 -0.069657 0.01 0.00 0.00 0.52
H 1.686558 -6.421040 1.503346 0.00 0.00 0.00 0.57
H -0.534037 -6.059205 2.537985 0.00 0.01 0.00 0.49
H -1.806409 -4.022998 2.046126 -0.02 0.03 0.02 0.57
H -0.861745 -2.278822 0.515062 0.02 -0.03 0.01 -0.54
H 3.892925 -0.527782 4.842200 0.01 0.00 0.01 0.51
H 5.507622 1.197739 5.581061 0.00 0.00 0.00 0.51
H 6.286710 2.921516 3.996724 -0.01 0.00 0.00 0.48
H 5.471453 2.942648 1.670145 0.00 0.00 0.00 0.52
H 3.832772 1.198574 0.920447 0.00 0.02 0.01 0.25
H 4.612058 -2.254168 0.901678 0.00 0.00 -0.01 0.51
H 5.822511 -4.383544 1.286258 0.00 0.00 0.00 0.52
H 5.261998 -5.779109 3.247814 0.00 0.00 0.00 0.47
H 3.516951 -5.052092 4.832172 0.00 0.00 -0.01 0.52
H 2.314015 -2.924057 4.467954 0.00 0.00 0.00 0.42
H 1.301264 2.941384 2.852762 0.01 0.01 0.06 0.74
H 2.187014 4.764971 4.265866 -0.01 0.01 0.01 0.53
H 2.395718 4.445121 6.704051 0.01 0.00 0.00 0.48
H 1.726817 2.308993 7.748519 0.00 0.00 0.00 0.53
H 0.822321 0.484300 6.362753 0.00 -0.01 -0.01 0.58
H -0.358234 -2.409776 4.160784 -0.01 -0.03 -0.02 0.51
H -2.402453 -3.271799 5.303947 0.01 0.01 -0.01 0.53
H -4.079626 -1.687911 6.175972 0.00 0.00 -0.01 0.50
H -3.739547 0.746751 5.955302 0.00 0.00 0.00 0.51
H -1.694081 1.617219 4.877598 -0.01 -0.01 0.00 0.56
```
Positions in Å, forces in eV/Å.

Properties
- F_max: 0.40 eV/A
- HOMO: -16.3 eV
- Calculated total energy: -4297.805433 hartree
- Orbital gap: 7.18 eV
- Net charge: +4
- 2S+1: 1